An isolated ion of composition C5H8NS and charge +1, computed with ωB97M-V with the def2-TZVPD basis set.

```
15
Properties=species:S:1:pos:R:3:forces:R:3:nbo_charge:R:1
C 0.651 0.312 -0.002 -0.83 2.61 0.78 0.23
C 3.074 -0.151 0.043 -0.91 2.14 2.34 0.10
C -0.262 -0.791 -0.072 -0.58 -3.48 -0.72 -0.53
C -1.665 -0.408 0.288 -1.11 0.68 0.09 -0.40
C -1.767 1.081 -0.252 -1.70 -0.54 2.91 -0.51
N 1.884 0.226 -0.151 2.25 -1.46 0.32 -0.31
S -0.137 1.888 0.094 -0.42 -1.33 -0.01 0.40
H 3.692 -0.191 -0.801 1.11 -0.56 -1.07 0.22
H 3.497 -0.065 1.107 -0.56 -0.67 -1.56 0.24
H -0.016 -1.262 -1.073 -1.08 0.71 0.45 0.28
H -0.212 -1.693 0.536 1.75 0.07 0.57 0.29
H -2.343 -1.226 -0.131 0.43 1.68 0.17 0.27
H -1.835 -0.483 1.442 0.53 0.52 -2.08 0.24
H -1.922 1.163 -1.279 -0.22 -0.16 -1.78 0.23
H -2.639 1.600 0.251 1.34 -0.21 -0.43 0.27
```
Positions in Å, forces in eV/Å.

2S+1: 1
gap between HOMO and LUMO: 9.361 eV
charge: +1

---

An isolated ion of composition C5H8NS and charge +1, computed with ωB97M-V with the def2-TZVPD basis set.

```
15
Properties=species:S:1:pos:R:3:forces:R:3:nbo_charge:R:1
C 0.516 1.900 -0.056 3.12 -1.16 0.62 0.17
C -0.839 1.714 -0.101 -2.58 -0.60 -0.03 -0.49
C 1.113 -0.291 0.433 -1.05 -4.13 1.53 0.04
C -1.641 -1.181 0.205 3.20 2.53 0.23 -0.51
C -0.066 -1.060 -0.199 0.02 -0.01 -0.76 -0.48
N 1.496 0.985 0.278 -2.67 3.24 -1.27 -0.53
S -2.155 0.605 0.154 0.48 0.07 -0.06 0.63
H 0.882 2.889 -0.291 -0.01 0.11 0.09 0.24
H -1.365 2.633 -0.340 0.03 0.08 0.09 0.27
H 1.850 -0.929 0.905 -0.07 0.15 0.02 0.21
H -2.186 -1.716 -0.560 -0.01 0.01 -0.14 0.27
H -1.771 -1.589 1.197 -0.31 0.05 0.23 0.26
H 0.287 -2.092 -0.231 0.05 0.10 -0.17 0.26
H -0.097 -0.664 -1.224 -0.10 -0.46 -0.14 0.22
H 2.436 1.287 0.496 -0.09 0.02 -0.23 0.45
```
Positions in Å, forces in eV/Å.

2S+1: 3
gap between HOMO and LUMO (alpha / beta): 8.046 / 7.940 eV
charge: +1

---

One molecule with the formula C5H8O, computed with ωB97M-V with the def2-TZVPD basis set.

```
14
Properties=species:S:1:pos:R:3:forces:R:3:nbo_charge:R:1
C 0.648 -1.375 -1.460 -0.15 0.39 -0.23 -0.54
C 0.493 -0.731 0.933 0.00 -0.02 0.12 -0.10
C -0.603 0.116 1.484 -0.06 0.09 -0.07 -0.21
C -0.917 1.099 0.651 0.06 -0.11 0.12 -0.23
C -0.038 1.061 -0.560 -0.14 0.10 -0.08 -0.09
O 0.758 -0.147 -0.376 0.16 -0.09 0.09 -0.39
H 1.189 -0.896 -2.296 -0.13 -0.03 0.06 0.13
H -0.431 -1.235 -1.678 0.15 -0.19 -0.18 0.11
H 0.208 -1.764 0.734 0.00 0.03 0.08 0.25
H 1.430 -0.733 1.498 -0.14 0.13 0.02 0.21
H -1.094 -0.115 2.421 0.08 0.09 -0.05 0.23
H -1.696 1.838 0.794 0.10 -0.09 -0.05 0.23
H 0.626 1.930 -0.639 0.05 -0.23 0.05 0.20
H -0.574 0.953 -1.507 0.02 -0.06 0.12 0.22
```
Positions in Å, forces in eV/Å.

2S+1: 1
gap between HOMO and LUMO: 8.113 eV
charge: 0